[1]
Here is a cluster of 9 separate species, C31H57N3O18 in total at a distorted geometry from the Open Molecules 2025 dataset. Energies are from ωB97M-V/def2-TZVPD.

Output
SMILES: C[C@H]1COC(=O)O1.COC(=O)OC.COC(=O)OC.COC(=O)OC.COC(=O)OC.COC(=O)OC.CCCC#N.CCCC#N.CCCC#N
Energy relative to the best compared isomer or geometry (same formula, charge and spin), kcal/mol: 85.32

ORCA input file:
```
! wB97M-V def2-TZVPD RIJCOSX def2/J DEFGRID3
* xyz 0 1
C -5.412 -5.286 1.578
C -4.104 -5.365 0.819
C -4.191 -6.054 -0.529
O -3.976 -5.073 -1.491
C -3.512 -4.008 -0.925
O -2.829 -3.181 -1.504
O -3.616 -4.092 0.413
H -5.408 -4.904 2.687
H -5.999 -6.274 1.547
H -5.995 -4.582 1.051
H -3.224 -5.833 1.351
H -5.119 -6.536 -0.704
H -3.363 -6.676 -0.676
C 4.080 2.779 1.192
O 4.602 2.237 0.060
C 4.152 2.602 -1.039
O 3.249 3.662 -1.194
O 4.580 1.919 -2.045
C 3.893 1.847 -3.288
H 3.073 2.359 1.551
H 4.031 3.835 1.020
H 4.760 2.560 2.042
H 2.939 1.307 -3.195
H 4.446 1.285 -4.075
H 3.688 2.817 -3.697
C -6.381 3.294 1.820
O -5.004 3.224 1.898
C -4.167 4.254 1.688
O -4.745 5.570 1.687
O -2.807 4.087 1.471
C -2.067 5.230 0.971
H -6.644 3.695 0.785
H -6.916 3.916 2.544
H -6.768 2.330 1.863
H -2.494 5.576 0.121
H -1.165 4.882 0.716
H -1.937 6.117 1.672
C 0.473 2.905 -1.805
O 0.968 1.672 -1.353
C 0.395 0.483 -1.820
O -0.751 0.430 -2.679
O 0.798 -0.564 -1.267
C 0.167 -1.806 -1.569
H 0.886 3.792 -1.334
H -0.542 3.047 -1.553
H 0.489 2.932 -2.907
H -0.891 -1.651 -1.588
H 0.644 -2.524 -0.866
H 0.530 -2.145 -2.537
C 2.550 -0.725 1.580
O 1.265 -0.312 1.694
C 0.360 -1.381 1.765
O 0.759 -2.792 1.673
O -0.898 -1.014 2.126
C -1.823 -2.026 2.525
H 3.076 0.125 1.093
H 2.697 -1.696 0.971
H 3.000 -0.887 2.496
H -2.867 -1.630 2.746
H -1.443 -2.558 3.435
H -1.985 -2.724 1.631
C 3.654 -2.109 -2.466
O 4.464 -1.037 -2.059
C 5.176 -1.195 -0.949
O 5.010 -2.364 -0.153
O 6.000 -0.127 -0.595
C 6.864 -0.356 0.496
H 4.179 -2.886 -3.039
H 2.828 -1.670 -2.959
H 3.072 -2.559 -1.652
H 7.426 -1.272 0.261
H 6.235 -0.540 1.415
H 7.558 0.497 0.634
C -0.053 -5.692 0.762
C -0.372 -6.520 -0.524
C -0.548 -5.683 -1.766
C 0.717 -5.216 -2.253
N 1.637 -4.774 -2.731
H 0.671 -4.920 0.691
H 0.258 -6.465 1.510
H -0.912 -5.102 1.189
H -1.336 -7.097 -0.355
H 0.374 -7.230 -0.675
H -1.211 -4.865 -1.483
H -0.821 -6.284 -2.611
C 2.147 6.324 0.507
C 3.202 7.014 1.367
C 4.191 7.857 0.580
C 4.855 7.157 -0.443
N 5.384 6.599 -1.313
H 2.464 5.912 -0.394
H 1.371 7.023 0.235
H 1.605 5.698 1.179
H 3.780 6.216 1.866
H 2.839 7.624 2.237
H 5.036 8.345 1.152
H 3.724 8.631 -0.086
C -2.797 0.774 0.451
C -4.265 0.604 0.093
C -4.496 -0.915 0.218
C -5.655 -1.474 -0.464
N -6.548 -2.012 -0.939
H -2.730 0.510 1.505
H -2.555 1.842 0.193
H -2.228 0.052 -0.149
H -4.459 0.842 -0.935
H -4.916 1.050 0.842
H -4.743 -1.228 1.169
H -3.617 -1.415 -0.203
*
```

---

[2]
Here is a structure of composition C42H38ClFN5O3PSTa at a distorted geometry from the Open Molecules 2025 dataset. Energies are from ωB97M-V/def2-TZVPD.

Output
Energy relative to the best compared isomer or geometry (same formula, charge and spin), kcal/mol: 33.81

ORCA input file:
```
! wB97M-V def2-TZVPD RIJCOSX def2/J DEFGRID3
* xyz 1 1
Ta -0.513 0.466 0.787
C -5.388 -0.823 -2.556
C -4.574 -1.657 -1.636
N -4.701 -2.922 -1.421
N -3.705 -3.197 -0.503
C -2.985 -2.142 -0.158
S -1.692 -2.051 0.922
N -3.526 -1.161 -0.868
N -3.028 0.111 -0.746
H -6.127 -1.455 -3.042
H -4.758 -0.363 -3.318
H -5.904 -0.031 -2.011
H -3.588 -4.132 -0.158
H -3.759 0.758 -0.485
H -2.547 0.414 -1.574
C 3.883 -5.458 1.355
C 2.609 -5.366 0.814
C 1.972 -4.132 0.749
C 2.613 -2.988 1.226
C 3.900 -3.080 1.756
C 4.529 -4.316 1.823
P 1.726 -1.407 1.178
C 3.055 -0.168 0.976
C 3.722 -0.176 -0.254
C 4.742 0.731 -0.508
C 5.099 1.660 0.465
C 4.437 1.674 1.686
C 3.417 0.764 1.945
C 1.161 -1.071 2.855
C 1.607 -1.622 4.050
C 1.093 -1.132 5.246
C 0.172 -0.084 5.242
C -0.293 0.439 4.047
C 0.165 -0.082 2.829
H 4.378 -6.421 1.417
H 2.112 -6.254 0.439
H 0.974 -4.054 0.328
H 4.408 -2.189 2.113
H 5.527 -4.388 2.241
H 3.433 -0.891 -1.021
H 5.248 0.717 -1.469
H 5.889 2.376 0.269
H 4.713 2.399 2.444
H 2.908 0.790 2.900
H 2.350 -2.413 4.047
H 1.420 -1.560 6.188
H -0.198 0.315 6.181
H -1.023 1.242 4.067
F 0.622 1.958 0.686
C 4.322 -0.696 -4.479
C 3.014 -0.349 -5.149
C 2.790 -0.615 -6.491
C 1.592 -0.261 -7.099
Cl 1.359 -0.592 -8.789
C 0.593 0.353 -6.375
C 0.801 0.626 -5.025
C 2.003 0.282 -4.430
O 2.291 0.521 -3.109
C 1.514 1.483 -2.438
C 0.227 0.902 -1.888
O -0.834 1.442 -2.166
O 0.302 -0.111 -1.014
H 4.936 -1.317 -5.130
H 4.155 -1.227 -3.539
H 4.882 0.214 -4.240
H 3.565 -1.098 -7.078
H -0.342 0.623 -6.853
H 0.015 1.113 -4.458
H 1.276 2.345 -3.051
H 2.097 1.802 -1.576
C -2.021 5.741 1.019
C -2.178 5.164 2.277
C -2.174 3.788 2.417
C -2.011 2.968 1.303
C -1.861 3.537 0.053
C -1.859 4.924 -0.088
N -2.042 1.512 1.498
C -3.298 1.013 2.035
C -4.500 1.619 1.671
C -5.706 1.149 2.173
C -5.732 0.056 3.034
C -4.538 -0.553 3.387
C -3.328 -0.079 2.892
H -2.030 6.819 0.905
H -2.310 5.791 3.154
H -2.305 3.335 3.396
H -1.759 2.916 -0.824
H -1.739 5.358 -1.075
H -4.492 2.479 1.008
H -6.629 1.649 1.897
H -6.673 -0.308 3.434
H -4.536 -1.400 4.068
H -2.408 -0.545 3.201
*
```

---

> The lowest energy relative to the best compared isomer or geometry (same formula, charge and spin) belongs to which entry?

C42H38ClFN5O3PSTa

---

> Which of these has the highest energy relative to the best compared isomer or geometry (same formula, charge and spin)?

C31H57N3O18